Entry from the OMol25 dataset: 2 unconnected molecules or ions with the total composition C4H13N2OS (ωB97M-V/def2-TZVPD).

Output
- Electronic energy: -20222.913 eV
- Net charge: -1
- Largest force on an atom: 0.019 Eh/bohr
- E_LUMO: 0.14528 hartree
- HOMO: -3.1 eV
- Relative energy (zero: lowest compared OMol25 entry of this formula, charge and spin): 0.46 kcal per mole
- 2S+1: 1

CARTESIAN COORDINATES (ANGSTROEM)
1 C 0.22 1.94 0.47
2 N 0.13 1.12 1.65
3 C 1.35 0.88 2.39
4 N 2.41 0.02 1.81
5 C 0.63 1.28 -0.87
6 C -0.36 0.29 -1.47
7 S -0.49 -1.26 -0.56
8 H -0.74 2.45 0.29
9 H 0.90 2.80 0.63
10 H -0.22 0.20 1.36
11 H 1.11 0.42 3.36
12 H 1.86 1.82 2.62
13 H 2.01 -0.86 1.50
14 H 2.69 0.45 0.94
15 H 1.59 0.78 -0.71
16 H 0.84 2.11 -1.56
17 H -1.33 0.79 -1.58
18 H -0.01 0.17 -2.50
19 H -2.59 -2.76 -1.48
20 H -2.80 -1.73 -2.45
21 O -2.91 -2.70 -2.39